{"formula": "C18H28NO5P2V", "method": "the ωB97M-V functional and the def2-TZVPD basis", "symbols": ["C", "P", "H", "H", "H", "H", "C", "C", "C", "H", "H", "H", "H", "H", "O", "C", "N", "O", "C", "C", "H", "C", "H", "H", "C", "C", "H", "H", "O", "C", "C", "C", "H", "C", "H", "P", "V", "H", "H", "H", "H", "H", "H", "C", "O", "C", "H", "H", "H", "O", "C", "H", "C", "H", "H"], "xyz": [[-0.76050, -0.54057, 6.55506], [-2.06913, 0.84220, -1.27264], [3.34075, -1.19387, -2.41671], [-3.56046, 0.21053, 0.47140], [-2.11457, -2.37293, -4.31469], [-3.11907, -0.42747, -3.02438], [1.25173, -2.10929, -3.85303], [-0.63774, 0.90745, 4.62001], [-0.68017, -1.66864, 5.72814], [1.29277, 2.85140, -1.95327], [2.47316, 0.42376, -2.37247], [-0.68786, -2.67582, 6.15154], [-3.05660, 2.03826, -3.09223], [3.52019, -2.68353, 0.04045], [-0.42084, -1.09753, 1.53126], [2.51450, -2.31442, 0.26851], [0.02009, -0.90750, -2.18694], [-0.61518, 2.16313, 4.13421], [-1.13022, -1.25681, -2.78002], [-0.40531, -0.07915, 2.30406], [-0.82805, 1.63139, 6.63764], [2.42158, -0.67618, -2.11493], [-0.52094, 2.07708, 3.15167], [-2.90976, -1.39475, -1.53741], [1.19296, -1.27316, -2.73376], [-0.54613, -0.23524, 3.77634], [2.32878, -2.31469, 1.34701], [3.91638, 1.12608, -0.39746], [0.12179, 3.68995, -1.37174], [3.79987, 0.24190, 0.24069], [-1.14621, -2.10139, -3.89585], [-3.46641, 1.10212, -0.16370], [-0.51279, -2.35861, 3.67812], [-2.41484, -0.68457, -2.21852], [-0.05235, 3.20728, -0.53120], [2.29824, -0.61423, -0.28071], [-0.00003, 0.14088, -0.28179], [4.67745, -0.42026, 0.17333], [0.07335, -3.21734, -5.31533], [3.64438, 0.55008, 1.28685], [1.75245, -2.91607, -0.22925], [-0.84555, -0.65561, 7.63785], [-3.22489, 1.96487, 0.47390], [-0.57550, -1.50397, 4.34415], [-0.25346, 1.11682, 1.82277], [0.06384, -2.55311, -4.44295], [0.03014, 4.64573, -1.23582], [-1.96030, 3.09706, -2.10931], [-4.39960, 1.28199, -0.71586], [1.90189, 2.14331, -2.32917], [-0.75617, 0.74097, 6.01333], [2.23354, -2.39815, -4.22327], [-2.10557, 2.10925, -2.55329], [-1.26511, 1.92118, -3.22571], [2.17152, 2.42019, -3.21484]], "orbital_gap_ha": [0.1222, 0.1219], "homo_ev": [-16.87, -16.46], "spin_multiplicity": 2, "charge": 3}